Below is C43H42CdN6OPS as an isolated structure, with properties calculated with ωB97M-V/def2-TZVPD.

```
95
Properties=species:S:1:pos:R:3:forces:R:3:lowdin_charge:R:1
Cd 0.0498 0.5114 0.2343 0.117 0.101 0.063 1.350
N 2.1306 -2.4206 2.6411 -0.004 -0.256 0.039 0.194
C 0.8903 -2.6783 3.2130 0.153 0.012 0.029 -0.178
C 0.4959 -3.4673 4.2888 -0.021 0.008 -0.019 -0.009
C -0.8612 -3.5256 4.5383 -0.034 0.018 -0.030 -0.073
C -1.7914 -2.8366 3.7383 0.075 -0.019 0.071 -0.070
C -1.3886 -2.0489 2.6802 -0.047 0.067 0.037 -0.024
C -0.0194 -1.9569 2.4427 0.063 -0.071 -0.288 -0.221
N 0.6735 -1.2935 1.4299 -0.415 0.256 0.260 0.070
C 1.9329 -1.6065 1.5774 0.244 0.062 -0.016 -0.299
C 3.0053 -1.1494 0.6887 -0.277 0.045 0.168 -0.364
C 4.0801 -1.8795 0.2891 0.072 -0.031 0.023 -0.333
S 5.0236 -0.9557 -0.7830 0.042 0.020 -0.134 1.070
C 3.9086 0.3342 -0.6377 0.021 0.020 0.008 -0.453
N 2.9044 0.1120 0.1548 0.061 -0.106 0.007 -0.012
H 3.0226 -2.7781 2.9395 -0.027 0.016 0.014 0.170
H 1.2069 -4.0181 4.8902 -0.010 0.002 -0.005 0.114
H -1.2196 -4.1290 5.3615 -0.005 -0.002 -0.008 0.108
H -2.8464 -2.9326 3.9584 0.011 -0.009 0.004 0.110
H -2.0949 -1.5144 2.0565 0.049 -0.020 0.029 0.089
H 4.3295 -2.9007 0.5316 0.008 0.036 0.024 0.086
H 4.0506 1.2572 -1.1828 -0.020 -0.015 0.043 0.092
C 4.3704 -1.8508 -4.6991 -0.005 0.064 -0.010 -0.085
C 3.6510 -2.9251 -4.2013 -0.023 0.013 0.054 -0.077
C 2.5130 -2.7114 -3.4290 0.076 -0.038 0.015 -0.084
C 2.0886 -1.4184 -3.1464 -0.092 0.008 0.036 -0.373
C 2.8201 -0.3392 -3.6521 -0.011 -0.019 -0.017 -0.129
C 3.9471 -0.5530 -4.4274 0.022 -0.059 0.014 -0.086
P 0.6630 -1.0255 -2.0656 -0.218 0.075 -0.283 1.026
C -0.3149 -2.5651 -1.9591 0.054 -0.002 0.036 -0.374
C -1.5582 -2.7565 -2.5550 -0.041 -0.003 0.002 -0.086
C -2.2696 -3.9318 -2.3388 0.027 0.027 -0.006 -0.075
C -1.7467 -4.9302 -1.5319 0.005 0.000 0.020 -0.079
C -0.5123 -4.7468 -0.9204 -0.009 0.047 -0.014 -0.077
C 0.1873 -3.5675 -1.1218 -0.025 -0.006 -0.006 -0.135
C -0.2957 0.1041 -3.1467 0.027 0.027 0.120 -0.344
C -0.5011 -0.2575 -4.4550 0.005 -0.015 -0.091 -0.107
C -1.1665 0.5879 -5.3620 0.033 -0.029 0.015 -0.064
C -1.5920 1.8136 -4.9426 -0.006 0.003 0.022 -0.027
C -1.3812 2.2434 -3.6109 -0.001 0.031 -0.036 -0.171
C -1.7972 3.5420 -3.2186 -0.008 -0.035 -0.003 -0.044
C -1.5767 3.9828 -1.9508 0.033 -0.025 0.031 -0.085
C -0.9572 3.1257 -1.0107 -0.019 0.071 -0.036 -0.178
C -0.5560 1.8521 -1.3224 0.063 -0.123 -0.148 -0.246
C -0.7409 1.3872 -2.6694 0.033 0.069 0.092 -0.222
H 5.2472 -2.0201 -5.3106 -0.001 0.007 0.014 0.106
H 3.9665 -3.9374 -4.4200 -0.010 0.006 -0.009 0.107
H 1.9554 -3.5628 -3.0599 -0.019 0.005 -0.010 0.095
H 2.4870 0.6752 -3.4571 -0.021 -0.010 -0.010 0.110
H 4.4954 0.2919 -4.8252 -0.009 -0.009 -0.009 0.108
H -1.9802 -1.9843 -3.1850 0.014 -0.007 -0.015 0.096
H -3.2343 -4.0677 -2.8112 0.008 0.005 0.004 0.107
H -2.3012 -5.8456 -1.3718 0.005 0.002 -0.002 0.106
H -0.1035 -5.5180 -0.2800 0.005 0.005 -0.001 0.105
H 1.1392 -3.4171 -0.6207 -0.004 -0.006 -0.017 0.092
H -0.1272 -1.2120 -4.8104 -0.006 0.005 0.008 0.114
H -1.3170 0.2700 -6.3853 -0.004 -0.009 0.008 0.107
H -2.0906 2.4877 -5.6298 0.007 -0.006 0.008 0.115
H -2.2847 4.1746 -3.9515 0.017 -0.011 -0.003 0.112
H -1.8787 4.9807 -1.6560 0.005 -0.009 -0.003 0.102
H -0.8113 3.5056 -0.0038 -0.017 -0.010 -0.002 0.077
C 2.7962 2.5311 2.6716 0.019 0.077 0.067 -0.040
N 2.0372 1.9303 3.7563 0.083 -0.027 -0.028 -0.144
C 2.8188 1.1577 4.7112 -0.012 0.049 -0.053 -0.052
C 0.7130 1.6735 3.5331 -0.041 0.077 -0.163 -0.499
O 0.2453 1.6744 2.3765 -0.153 -0.066 0.212 -0.093
N -0.0600 1.4722 4.6321 0.063 -0.068 -0.011 -0.124
C 0.2499 2.0326 5.9401 -0.016 -0.020 -0.051 -0.042
C -1.4228 1.0003 4.4860 -0.023 0.031 0.020 -0.037
H 3.6540 3.0520 3.0981 -0.016 0.002 0.010 0.095
H 2.1771 3.2495 2.1415 -0.014 -0.001 0.000 0.094
H 3.1489 1.7897 1.9570 0.036 -0.091 -0.063 0.059
H 3.5833 0.5887 4.1730 -0.005 -0.006 -0.001 0.088
H 2.1852 0.4536 5.2434 -0.018 0.001 0.014 0.084
H 3.3234 1.7996 5.4356 -0.001 0.005 0.010 0.093
H 1.1014 2.7021 5.8798 0.027 0.011 -0.022 0.089
H 0.4553 1.2548 6.6782 0.006 -0.020 -0.001 0.094
H -0.6119 2.6067 6.2842 -0.006 0.011 0.012 0.095
H -1.5482 0.5176 3.5270 -0.005 -0.044 -0.136 0.051
H -2.1328 1.8287 4.5642 -0.015 -0.005 -0.008 0.099
H -1.6408 0.2778 5.2735 -0.006 0.002 0.015 0.098
C -6.3328 2.5648 -0.0722 0.042 -0.002 0.020 -0.035
C -5.0334 1.8602 0.1935 -0.054 0.062 0.007 -0.256
C -4.7469 0.6288 -0.3812 -0.008 -0.045 -0.012 -0.016
C -3.5459 0.0059 -0.0958 0.101 -0.145 -0.042 -0.138
N -2.6154 0.5260 0.7054 0.094 0.109 0.130 -0.006
C -2.8828 1.7195 1.2473 -0.100 -0.005 -0.114 -0.171
C -4.0634 2.4046 1.0299 -0.029 0.012 -0.011 -0.014
H -6.7475 2.2763 -1.0370 0.008 -0.001 0.005 0.082
H -6.2042 3.6463 -0.0569 0.004 -0.004 0.000 0.083
H -7.0671 2.3087 0.6948 0.021 -0.006 -0.002 0.092
H -5.4503 0.1539 -1.0538 0.013 0.009 0.010 0.117
H -3.3108 -0.9548 -0.5432 0.015 -0.014 -0.001 0.103
H -2.0952 2.1590 1.8455 0.032 -0.040 0.103 0.078
H -4.2167 3.3720 1.4930 0.012 -0.020 -0.009 0.119
```
Forces are in eV/Å.

The value obtained for the energy above the lowest of the compared OMol25 structures with the same formula, charge and spin is 0.268 eV. The value obtained for the energy is -80946.6778 eV. For the gap between HOMO and LUMO, the calculation gives 7.5 eV. As for the charge: +1.